Record 1
Computed, not measured: 2 unconnected molecules or ions with the total composition CH3N2O3S at a distorted geometry, with the ωB97M-V functional and the def2-TZVPD basis.

## Properties
HOMO-LUMO gap (alpha / beta) = 6.13 / 7.93 eV
HOMO (alpha / beta) = -2.324 / -4.173 eV
net charge = -1
E_LUMO (alpha / beta) = 3.80 / 3.76 eV

Last column: Mulliken charge in e.
Atoms and positions in Å:
C 0.684 2.415 0.427  0.07
N -0.237 -0.553 -0.152  -0.36
N 0.453 0.260 -1.039  -0.43
O 0.103 2.650 3.187  -0.56
O 0.081 3.350 0.060  -0.34
O 2.296 2.956 1.968  -0.59
S 1.137 2.070 2.335  0.47
H -0.910 -0.088 0.539  0.26
H 0.449 -0.994 0.448  0.26
H -0.228 0.866 -1.572  0.22

---

Record 2
Computed, not measured: a gas-phase ion, CH3N2O3S (charge -1) at a distorted geometry, with the ωB97M-V functional and the def2-TZVPD basis.

## Properties
HOMO-LUMO gap = 8.63 eV
HOMO = -4.536 eV
net charge = -1
E_LUMO = 4.09 eV

Last column: Mulliken charge in e.
Atoms and positions in Å:
C 1.349 0.385 -0.420  0.21
N -0.494 0.006 0.808  -0.59
N 0.908 -0.135 0.680  -0.22
O 4.862 -1.161 -0.511  -0.55
O 2.636 0.374 -0.791  -0.50
O 4.745 1.137 0.294  -0.52
S 4.162 -0.170 0.309  0.57
H 0.576 0.740 -1.167  0.18
H -0.861 -0.892 0.700  0.22
H -0.927 0.296 -0.025  0.20

---

Record 3
Computed, not measured: a gas-phase ion, CH3N2O3S (charge +1) at a distorted geometry, with the ωB97M-V functional and the def2-TZVPD basis.

## Properties
HOMO-LUMO gap = 11.91 eV
HOMO = -16.532 eV
net charge = +1
E_LUMO = -4.62 eV
SMILES = C#[N+]S1(=O)([O-])[NH2+]O1

Last column: Mulliken charge in e.
Atoms and positions in Å:
C -2.536 -0.906 -0.007  0.09
N -1.477 -0.539 0.090  -0.14
S 0.017 0.728 0.022  1.37
O -0.143 1.260 -1.265  -0.44
O -0.220 1.232 1.272  -0.42
N 2.077 0.161 -0.015  -0.30
O 0.824 -0.626 -0.009  -0.16
H -3.545 -1.288 -0.140  0.44
H 2.440 0.191 0.865  0.28
H 2.563 -0.212 -0.813  0.28

---

Record 4
Computed, not measured: a single CH3N2OP molecule at a distorted geometry, with the ωB97M-V functional and the def2-TZVPD basis.

## Properties
HOMO-LUMO gap (alpha / beta) = 8.29 / 7.61 eV
HOMO (alpha / beta) = -8.416 / -7.459 eV
E_LUMO (alpha / beta) = -0.13 / 0.15 eV

Last column: Mulliken charge in e.
Atoms and positions in Å:
C -1.325 -0.080 -0.465  -0.50
N 1.036 1.531 -0.093  -0.30
N 1.690 0.727 0.337  0.15
O -0.306 -0.995 -0.562  -0.25
P 1.078 -1.129 0.312  0.16
H -1.229 0.674 0.240  0.40
H -1.631 0.135 -1.502  0.26
H 0.687 -0.864 1.733  0.09

---

Record 5
Computed, not measured: a gas-phase ion, CH3N2OS (charge -1) at a distorted geometry, with the ωB97M-V functional and the def2-TZVPD basis.

## Properties
HOMO-LUMO gap = 7.34 eV
HOMO = -3.134 eV
net charge = -1
E_LUMO = 4.20 eV
SMILES = C/N=[N+](\[O-])[S-]

Last column: Mulliken charge in e.
Atoms and positions in Å:
C 1.021 0.199 -0.333  -0.67
N -0.139 0.432 0.566  -0.51
N -1.225 -0.220 0.330  0.68
O -1.397 -0.987 -0.672  -0.68
S -2.410 -0.056 1.491  -0.56
H 2.022 0.403 0.284  0.18
H 0.959 -0.818 -0.622  0.34
H 1.169 1.048 -1.043  0.21

---

Record 6
Computed, not measured: a gas-phase ion, CH3N2OS (charge -1) at a distorted geometry, with the ωB97M-V functional and the def2-TZVPD basis.

## Properties
HOMO-LUMO gap (alpha / beta) = 4.47 / 5.98 eV
HOMO (alpha / beta) = -0.351 / -3.344 eV
multiplicity = 3
net charge = -1
E_LUMO (alpha / beta) = 4.12 / 2.64 eV

Last column: Mulliken spin population.
Atoms and positions in Å:
C 0.439 -0.646 0.736  -0.01
N -0.504 0.373 0.484  0.56
N -0.596 0.682 -0.725  0.37
O 0.024 0.155 -1.697  0.26
S -1.654 1.940 -1.036  0.74
H 0.637 -0.923 1.762  -0.01
H 0.132 -1.450 0.046  0.04
H 1.523 -0.130 0.430  0.05

---

Record 7
Computed, not measured: 2 unconnected molecules or ions with the total composition CH3N2PS at a distorted geometry, with the ωB97M-V functional and the def2-TZVPD basis.

## Properties
HOMO-LUMO gap (alpha / beta) = 7.87 / 7.87 eV
HOMO (alpha / beta) = -9.375 / -9.376 eV
E_LUMO (alpha / beta) = -1.51 / -1.51 eV

Last column: Mulliken charge in e.
Atoms and positions in Å:
C 0.242 -1.616 1.580  -0.30
N 0.178 -2.078 2.625  -0.36
N 0.577 1.550 -0.474  -0.38
P 0.604 -0.069 -0.794  0.49
S -1.421 -0.269 -1.267  -0.19
H -0.242 2.036 -0.144  0.26
H 1.440 2.036 -0.304  0.26
H -1.378 -1.590 -1.222  0.21

---

Record 8
Computed, not measured: a molecular structure, CH3N3O at a distorted geometry, with the ωB97M-V functional and the def2-TZVPD basis.

## Properties
HOMO-LUMO gap (alpha / beta) = 8.55 / 8.55 eV
HOMO (alpha / beta) = -9.028 / -9.027 eV
E_LUMO (alpha / beta) = -0.48 / -0.48 eV

Last column: Mulliken charge in e.
Atoms and positions in Å:
C -0.622 0.235 -0.655  0.51
N -0.868 -0.337 0.566  -0.23
N 0.745 0.748 -0.254  -0.39
N 0.507 -0.004 0.914  -0.09
O -1.103 0.280 -1.745  -0.49
H -1.200 -1.224 0.554  0.25
H 1.833 -0.053 -1.140  0.26
H 0.708 0.355 1.761  0.18

---

Record 9
Computed, not measured: 2 unconnected molecules or ions with the total composition CH3N3OS at a distorted geometry, with the ωB97M-V functional and the def2-TZVPD basis.

## Properties
HOMO-LUMO gap (alpha / beta) = 8.57 / 8.57 eV
HOMO (alpha / beta) = -7.990 / -7.989 eV
E_LUMO (alpha / beta) = 0.58 / 0.58 eV
SMILES = O/C=[NH+]\[S-].N#N

Last column: Mulliken charge in e.
Atoms and positions in Å:
O -0.064 -1.226 -1.548  -0.37
C -0.215 0.008 -1.204  0.19
N 0.364 0.417 -0.083  -0.28
S 1.478 -0.553 0.672  -0.42
H 0.799 -1.494 -1.065  0.25
H -0.947 0.748 -1.595  0.29
H 0.020 1.379 0.284  0.34
N -1.187 0.163 2.055  0.07
N -0.247 0.558 2.484  -0.08

---

Record 10
Computed, not measured: a molecular structure, CH3N3S2 at a distorted geometry, with the ωB97M-V functional and the def2-TZVPD basis.

## Properties
HOMO-LUMO gap (alpha / beta) = 6.23 / 6.64 eV
HOMO (alpha / beta) = -7.665 / -7.933 eV
E_LUMO (alpha / beta) = -1.44 / -1.30 eV

Last column: Mulliken charge in e.
Atoms and positions in Å:
C 0.035 -1.699 0.200  0.11
N -0.451 -0.683 -0.444  -0.76
N -0.296 0.520 0.069  0.66
N -0.297 1.542 -0.853  -0.55
S 0.791 -1.705 1.707  -0.26
S 0.025 0.848 1.649  -0.08
H -0.016 -2.638 -0.328  0.36
H -0.153 2.432 -0.389  0.27
H 0.360 1.384 -1.613  0.25

---

Record 11
Computed, not measured: a molecular structure, CH3N3Si at a distorted geometry, with the ωB97M-V functional and the def2-TZVPD basis.

## Properties
HOMO-LUMO gap = 8.47 eV
HOMO = -8.520 eV
E_LUMO = -0.05 eV

Last column: Mulliken charge in e.
Atoms and positions in Å:
C 0.990 -1.130 0.008  -0.09
N 2.225 -1.231 -0.014  -0.46
N 2.756 0.486 0.025  -0.12
N 1.823 1.158 -0.035  0.01
Si 0.154 0.618 -0.002  0.41
H 0.195 -1.860 -0.045  0.37
H -0.832 0.955 -0.980  -0.07
H -0.027 1.309 1.349  -0.04

---

Record 12
Computed, not measured: 2 unconnected molecules or ions with the total composition CH3N4S at a distorted geometry, with the ωB97M-V functional and the def2-TZVPD basis.

## Properties
HOMO-LUMO gap = 9.29 eV
HOMO = -5.362 eV
net charge = -1
E_LUMO = 3.93 eV

Last column: Mulliken charge in e.
Atoms and positions in Å:
C 0.993 -0.377 0.466  -0.08
N -0.972 -1.084 0.954  -0.40
N 0.916 -0.329 1.843  -0.37
N -0.182 -0.752 -0.025  -0.20
N -0.364 -0.780 2.069  -0.25
S -1.093 1.120 -2.186  -0.50
H 1.708 0.119 -0.224  0.33
H -0.782 0.048 -1.323  0.38
H -0.224 2.035 -1.574  0.09

---

Record 13
Computed, not measured: a single CH3N5 molecule at a distorted geometry, with the ωB97M-V functional and the def2-TZVPD basis.

## Properties
HOMO-LUMO gap = 8.97 eV
HOMO = -8.571 eV
E_LUMO = 0.40 eV
SMILES = [H]/N=c1/nn[nH][nH]1

Last column: Mulliken charge in e.
Atoms and positions in Å:
H -2.123 1.194 -0.495  0.19
N -1.852 0.876 0.431  -0.64
C -0.661 0.325 0.381  0.45
N 0.188 0.051 1.537  -0.23
N 1.257 -0.549 1.124  -0.30
N 1.293 -0.556 -0.150  0.25
N 0.148 -0.104 -0.625  -0.23
H 2.051 -0.844 -0.654  0.20
H -0.301 -0.392 -1.549  0.31

---

Record 14
Computed, not measured: a single CH3N5 molecule at a distorted geometry, with the ωB97M-V functional and the def2-TZVPD basis.

## Properties
HOMO-LUMO gap = 8.85 eV
HOMO = -8.899 eV
E_LUMO = -0.05 eV
SMILES = [H]/N=c1\nn[nH][nH]1

Last column: Mulliken charge in e.
Atoms and positions in Å:
H 0.082 -1.607 1.997  0.26
N 0.814 -0.951 1.490  -0.63
C 0.062 -0.464 0.477  0.44
N -1.238 -0.552 0.147  -0.27
N -1.266 0.139 -0.902  -0.22
N -0.146 0.870 -1.089  -0.01
N 0.805 0.458 -0.312  -0.18
H -0.263 0.944 -2.092  0.29
H 1.150 1.163 0.284  0.32

---

Record 15
Computed, not measured: a molecular structure, CH3N5O at a distorted geometry, with the ωB97M-V functional and the def2-TZVPD basis.

## Properties
HOMO-LUMO gap = 8.27 eV
HOMO = -9.000 eV
E_LUMO = -0.73 eV

Last column: Mulliken charge in e.
Atoms and positions in Å:
C 0.170 -0.501 -0.236  0.46
H 1.339 1.194 0.004  0.40
H 2.752 0.118 0.910  0.27
H -2.912 -0.492 0.337  0.27
N 2.245 0.296 -0.192  -0.52
N 1.371 -0.880 -0.182  -0.34
N -0.321 0.940 -0.300  -0.18
N -1.616 0.935 -0.043  -0.23
N -2.075 -0.329 -0.174  0.11
O -0.952 -1.282 -0.125  -0.24

---

Record 16
Computed, not measured: a single CH3N5O molecule at a distorted geometry, with the ωB97M-V functional and the def2-TZVPD basis.

## Properties
HOMO-LUMO gap = 9.26 eV
HOMO = -10.018 eV
E_LUMO = -0.76 eV
SMILES = [H]/N=c1/nn[nH]n1O

Last column: Mulliken charge in e.
Atoms and positions in Å:
H 1.988 0.993 0.176  0.30
N 1.057 1.813 0.064  -0.58
C -0.063 1.069 0.094  0.58
N -1.454 1.414 -0.188  -0.13
N -1.967 0.255 -0.249  -0.14
N -1.292 -0.928 0.367  -0.23
N 0.075 -0.310 0.547  0.00
O 1.000 -1.015 -0.463  -0.52
H -1.208 -1.826 -0.366  0.34
H 1.865 -1.464 0.017  0.37

---

Record 17
Computed, not measured: a single CH3N5O2 molecule at a distorted geometry, with the ωB97M-V functional and the def2-TZVPD basis.

## Properties
HOMO-LUMO gap = 9.00 eV
HOMO = -8.495 eV
E_LUMO = 0.50 eV
SMILES = N/N=c1\onnn1O

Last column: Mulliken charge in e.
Atoms and positions in Å:
N 0.571 -1.437 -1.665  -0.55
N 0.311 -1.113 -0.326  -0.25
C -0.127 0.055 -0.125  0.34
O -0.402 1.106 -0.989  -0.25
N -1.103 2.092 -0.176  -0.02
N -1.043 1.786 1.007  -0.28
N -0.352 0.622 1.105  0.48
O -0.497 -0.172 2.172  -0.39
H 1.076 -2.383 -1.541  0.28
H 1.205 -0.649 -2.151  0.24
H 0.361 0.093 2.689  0.40

---

Record 18
Computed, not measured: a single CH3NO molecule at a distorted geometry, with the ωB97M-V functional and the def2-TZVPD basis.

## Properties
HOMO-LUMO gap = 11.59 eV
HOMO = -10.660 eV
E_LUMO = 0.93 eV
SMILES = C=NO

Last column: Mulliken charge in e.
Atoms and positions in Å:
C -0.768 -0.092 -0.054  -0.20
N 0.200 -0.841 -0.022  -0.16
O 1.538 -0.267 -0.021  -0.37
H -0.755 1.076 0.009  0.19
H -1.757 -0.656 0.081  0.24
H 1.543 0.780 0.007  0.31

---

Record 19
Computed, not measured: 2 unconnected molecules or ions with the total composition CH3NO2 at a distorted geometry, with the ωB97M-V functional and the def2-TZVPD basis.

## Properties
HOMO-LUMO gap = 4.28 eV
HOMO = 1.751 eV
net charge = -2
E_LUMO = 6.03 eV

Last column: Mulliken charge in e.
Atoms and positions in Å:
C -0.894 0.602 -0.559  -0.63
N -2.168 0.383 -0.822  0.57
O -2.679 0.420 -1.908  -0.67
O -2.994 0.011 0.488  -0.75
H -0.507 0.365 0.468  0.22
H 9.314 -2.428 3.540  -1.00
H -0.072 0.646 -1.208  0.27

---

Record 20
Computed, not measured: a single CH3NO2 molecule at a distorted geometry, with the ωB97M-V functional and the def2-TZVPD basis.

## Properties
HOMO-LUMO gap = 9.43 eV
HOMO = -10.054 eV
E_LUMO = -0.63 eV
SMILES = C=[N+]([O-])O

Last column: Mulliken charge in e.
Atoms and positions in Å:
C -1.034 0.187 0.541  -0.24
N -1.938 -0.288 -0.054  0.43
O -2.179 0.021 -1.233  -0.61
O -3.357 -0.184 0.724  -0.48
H -0.769 0.864 1.393  0.25
H -0.127 0.203 -0.062  0.26
H -3.120 0.699 -0.053  0.39

---

ΔE to the lowest compared entry with this formula, charge and spin, record by record: 4.186; 1.661; 1.805; 3.717; 0.410; 0.975; 2.212; 5.586; 1.139; 1.586; 0.301; 0.037; 2.231; 2.923; 4.795; 5.272; 1.797; 2.939; 2.690; 8.993 eV